# 1
Entry from OMol25: 10 unconnected molecules or ions with the total composition C40H106N14O16 in a non-equilibrium geometry (ωB97M-V/def2-TZVPD).

Results
Structure (SMILES) = COCCNCCOC.COCCNCCOC.COCCNCCOC.COCCNCCOC.COCCNCCOC.COCCNCCOC.NC(N)=O.NC(N)=O.NC(N)=O.NC(N)=O
Spin multiplicity = 1

Each line ends with the Löwdin charge.
Positions of all 176 atoms, in Å:
C1 1.33423 5.88440 3.72335  -0.08
O1 1.17159 4.52622 3.34490  -0.24
C2 2.41141 3.79953 3.19728  -0.19
C3 2.06380 2.30783 3.23883  -0.21
N1 1.30244 1.96969 4.45574  -0.04
C4 1.08201 0.55254 4.58580  -0.21
C5 0.31695 0.22888 5.84848  -0.21
O2 -1.05987 0.55902 5.71872  -0.24
C6 -1.80405 0.17649 6.86852  -0.11
H1 1.27392 5.86737 4.80499  0.09
H2 0.55915 6.36506 3.21059  0.07
H3 2.33469 6.20137 3.40293  0.09
H4 3.17355 4.05276 3.92852  0.12
H5 2.79115 3.94153 2.17834  0.12
H6 3.02778 1.80886 3.37174  0.09
H7 1.58257 2.07650 2.21875  0.11
H8 0.47003 2.60996 4.45674  0.13
H9 2.09616 0.07871 4.65627  0.12
H10 0.56763 0.12092 3.75025  0.10
H11 0.66452 0.78435 6.71795  0.13
H12 0.30589 -0.85716 5.99010  0.11
H13 -1.23397 0.21263 7.79923  0.08
H14 -2.36588 -0.81079 6.70304  0.10
H15 -2.61408 0.96127 6.87138  0.10
C7 -2.11774 2.85350 -4.80218  -0.07
O3 -0.71808 2.56740 -5.02925  -0.18
C8 -0.25528 1.67925 -4.03267  -0.23
C9 1.26987 1.46139 -4.22810  -0.24
N2 2.14938 2.52617 -3.92509  -0.04
C10 1.86974 3.87007 -4.51246  -0.15
C11 3.15487 4.74777 -4.37045  -0.20
O4 3.34896 5.10787 -2.98764  -0.21
C12 4.07215 6.31946 -2.82426  -0.10
H16 -2.23038 3.66801 -4.14101  0.07
H17 -2.58656 1.97066 -4.38032  0.07
H18 -2.63883 3.06701 -5.71513  0.08
H19 -0.68954 0.62820 -4.10868  0.12
H20 -0.48023 1.96978 -3.00879  0.12
H21 1.38690 1.11140 -5.24083  0.10
H22 1.42540 0.59249 -3.63919  0.09
H23 2.34802 2.55282 -2.95991  0.09
H24 0.98499 4.37144 -4.14178  0.11
H25 1.75025 3.72166 -5.60229  0.13
H26 2.94201 5.65819 -4.95436  0.12
H27 3.96943 4.18866 -4.77729  0.11
H28 4.17879 6.45238 -1.78620  0.07
H29 3.46393 7.11673 -3.28982  0.09
H30 5.03007 6.28343 -3.30910  0.08
C13 -3.36471 -1.35396 -2.49231  -0.13
O5 -3.84097 -0.24975 -1.73715  -0.23
C14 -5.32875 -0.05817 -1.70835  -0.18
C15 -5.96072 0.18038 -3.00381  -0.26
N3 -7.40231 0.33354 -2.79768  -0.05
C16 -8.00369 0.80511 -4.06926  -0.21
C17 -7.39832 1.95630 -4.79591  -0.25
O6 -7.07779 2.91244 -3.80803  -0.21
C18 -6.50112 4.05062 -4.39031  -0.12
H31 -3.46763 -1.10987 -3.55561  0.08
H32 -3.93506 -2.19354 -2.12229  0.08
H33 -2.25681 -1.48776 -2.37422  0.07
H34 -5.53969 0.81479 -1.07491  0.13
H35 -5.76858 -0.85026 -1.10283  0.12
H36 -5.72656 -0.64289 -3.76468  0.15
H37 -5.53142 1.12488 -3.41208  0.12
H38 -7.62230 1.02458 -2.05678  0.12
H39 -9.08329 0.86601 -3.89931  0.12
H40 -7.80287 -0.08343 -4.71926  0.12
H41 -8.12720 2.38107 -5.49400  0.13
H42 -6.42960 1.72543 -5.25259  0.12
H43 -5.94585 3.81619 -5.27215  0.07
H44 -5.77365 4.49895 -3.69607  0.09
H45 -7.29378 4.77095 -4.68534  0.10
C19 4.50100 -1.34165 6.24920  -0.12
O7 5.86657 -1.33052 5.88334  -0.18
C20 6.08204 -1.90864 4.62837  -0.23
C21 6.20612 -0.79742 3.54616  -0.20
N4 4.95758 -0.11200 3.43667  -0.06
C22 4.15519 -0.35381 2.24693  -0.20
C23 4.63357 0.21829 0.88684  -0.19
O8 4.62880 1.64284 0.96440  -0.20
C24 4.59136 2.29923 -0.28945  -0.10
H46 4.43979 -1.00572 7.30998  0.09
H47 4.09838 -2.40265 6.35603  0.10
H48 3.86972 -0.77147 5.57306  0.05
H49 5.33854 -2.67014 4.35316  0.10
H50 7.05315 -2.41796 4.59630  0.11
H51 6.60404 -1.18628 2.58652  0.11
H52 6.98570 -0.04551 3.87085  0.13
H53 4.98179 0.87674 3.68179  0.12
H54 3.15289 -0.04481 2.37030  0.06
H55 4.09078 -1.43616 2.21680  0.11
H56 3.93555 -0.14378 0.11964  0.10
H57 5.62810 -0.05103 0.60688  0.11
H58 3.77786 1.85580 -0.90696  0.08
H59 5.47486 2.13326 -0.88175  0.07
H60 4.41143 3.38840 -0.16084  0.09
C25 0.16227 -4.16209 5.99568  -0.11
O9 -0.12422 -3.11742 5.07759  -0.26
C26 -1.51589 -3.12015 4.67471  -0.20
C27 -1.83606 -1.93549 3.80565  -0.20
N5 -3.24297 -2.03003 3.37398  -0.01
C28 -3.44605 -1.03327 2.31323  -0.20
C29 -4.06754 0.20924 2.99918  -0.20
O10 -4.27283 1.26685 2.07428  -0.22
C30 -4.60332 2.44074 2.80161  -0.13
H61 -0.05439 -5.18391 5.55261  0.10
H62 -0.34604 -4.00266 7.01026  0.11
H63 1.26915 -4.16783 6.03732  0.08
H64 -2.16857 -3.07495 5.56377  0.12
H65 -1.75970 -4.12088 4.24791  0.13
H66 -1.05859 -1.82143 3.00767  0.13
H67 -1.85256 -1.16191 4.49293  0.06
H68 -3.30050 -2.88765 2.90066  0.05
H69 -4.17545 -1.37447 1.56280  0.11
H70 -2.44675 -0.84106 1.88761  0.09
H71 -3.43896 0.51854 3.77684  0.09
H72 -5.09759 -0.06998 3.42715  0.15
H73 -3.76682 2.73958 3.46868  0.08
H74 -5.49643 2.27744 3.43903  0.09
H75 -4.73720 3.35588 2.14988  0.10
C31 -0.56909 -5.60612 -6.23315  -0.11
O11 -0.34316 -4.43924 -5.46587  -0.20
C32 0.16423 -3.30960 -6.08908  -0.24
C33 0.17077 -2.30994 -4.95402  -0.20
N6 0.87623 -2.63375 -3.70150  -0.06
C34 2.25259 -3.12879 -3.79430  -0.19
C35 3.30437 -2.02833 -3.82237  -0.21
O12 3.21918 -1.24095 -5.01169  -0.20
C36 3.89457 0.00797 -5.02040  -0.11
H76 -1.00681 -5.50722 -7.28031  0.10
H77 -1.29124 -6.16994 -5.60332  0.10
H78 0.26553 -6.26211 -6.40594  0.07
H79 -0.56081 -2.93296 -6.85703  0.14
H80 1.12938 -3.47884 -6.57928  0.12
H81 -0.86713 -2.11190 -4.73882  0.10
H82 0.63320 -1.38245 -5.29843  0.10
H83 0.28953 -3.38696 -3.26892  0.12
H84 2.44738 -3.88834 -4.58040  0.12
H85 2.45752 -3.76383 -2.91262  0.12
H86 4.22619 -2.57445 -3.67678  0.12
H87 3.14204 -1.38835 -2.96150  0.11
H88 3.87071 0.44617 -4.01209  0.08
H89 3.47512 0.65404 -5.77608  0.07
H90 4.95482 -0.13272 -5.39910  0.10
N7 3.37250 -4.43119 1.73127  0.16
C37 2.73343 -3.86424 2.87669  -0.65
N8 1.51738 -3.35887 2.63257  0.18
O13 3.30290 -3.86889 3.95020  0.03
H91 4.30380 -4.64510 1.92422  0.07
H92 3.06868 -3.96220 0.90162  0.07
H93 1.10914 -2.82298 3.37816  0.08
H94 0.93108 -3.58293 1.85678  0.07
N9 -0.96198 2.98357 1.50379  0.20
C38 -0.68795 1.89843 0.70655  -0.64
N10 -1.79071 1.35301 0.18904  0.20
O14 0.44833 1.56065 0.38451  -0.02
H95 -0.30525 3.22402 2.22955  0.07
H96 -1.87718 3.03117 1.84062  0.06
H97 -1.57418 0.55680 -0.45022  0.10
H98 -2.73495 1.56104 0.35806  0.07
N11 -2.50935 -3.01472 0.14867  0.17
C39 -2.56741 -4.32162 0.63099  -0.69
N12 -1.46513 -5.06830 0.43624  0.17
O15 -3.59716 -4.69954 1.13695  0.02
H99 -1.71456 -2.69197 -0.35688  0.04
H100 -3.40352 -2.52727 -0.01242  0.09
H101 -1.40613 -5.99323 0.92082  0.14
H102 -0.66203 -4.64739 0.05345  0.03
N13 0.01066 -1.08831 -1.21698  0.14
C40 0.69034 -1.84626 -0.26387  -0.56
N14 1.49632 -1.07674 0.61386  0.17
O16 0.58077 -3.09151 -0.25318  -0.04
H103 0.04579 -1.51573 -2.16965  0.07
H104 0.45168 -0.18694 -1.27768  0.06
H105 1.83481 -1.44188 1.52847  0.07
H106 1.23994 -0.08571 0.63490  0.05

Cartesian forces (eV/Å) of the 6 atoms listed first:
1.45 -1.89 0.26
0.83 -0.98 -0.29
-1.21 -0.81 -0.70
0.01 0.43 0.12
-0.42 1.92 -1.12
0.65 0.33 1.17


# 2
Entry from OMol25: 17 unconnected molecules or ions with the total composition C40H110N4O17 in a non-equilibrium geometry (ωB97M-V/def2-TZVPD).

Results
Spin multiplicity = 1

Each line ends with the Löwdin charge.
Positions of all 171 atoms, in Å:
C1 2.73545 2.24488 4.12374  -0.14
O1 2.43011 2.05681 5.51342  -0.16
H1 2.59490 3.30909 3.93453  0.07
H2 3.79101 2.01677 3.97592  0.07
H3 2.06692 1.61452 3.53737  0.07
H4 1.75777 1.37764 5.60447  0.00
C2 -1.48684 3.85430 4.89515  -0.14
O2 -1.81923 5.07284 5.58810  -0.12
H5 -1.65309 4.00592 3.82862  0.07
H6 -0.48700 3.49233 5.13469  0.08
H7 -2.17436 3.05772 5.17956  0.04
H8 -1.88303 4.81843 6.51159  0.07
C3 -5.55484 0.02181 -1.10413  -0.15
O3 -6.97025 0.08741 -0.86095  -0.11
H9 -4.97415 -0.09562 -0.18918  0.04
H10 -5.21671 -0.87369 -1.62550  0.09
H11 -5.27205 0.97699 -1.54659  0.06
H12 -7.12109 0.80833 -0.24523  0.07
C4 -1.86569 -0.57240 -2.80980  -0.11
O4 -0.62372 0.08904 -2.44552  -0.15
H13 -1.78317 -1.59784 -2.44954  0.08
H14 -2.76105 0.00040 -2.56828  0.08
H15 -1.76187 -0.75345 -3.87964  0.06
H16 -0.46154 0.11564 -1.49970  0.04
C5 2.24323 -0.32901 -4.25318  -0.01
C6 2.63278 1.01241 -4.92778  -0.49
C7 3.23149 0.74474 -6.31575  -0.14
C8 2.20581 0.41019 -7.42985  -0.17
C9 1.17439 1.52448 -7.55549  -0.13
C10 0.49588 1.87856 -6.18883  -0.46
N1 1.51496 1.93507 -5.10227  -0.12
O5 0.93930 2.32361 -3.92761  -0.02
C11 -0.09938 3.27608 -6.29294  -0.04
C12 -0.61872 0.81463 -5.90188  -0.02
C13 3.78020 1.61137 -4.07504  -0.03
H17 2.47150 -0.30836 -3.18755  0.05
H18 2.80732 -1.16213 -4.67248  0.09
H19 1.18966 -0.54399 -4.43164  0.07
H20 3.81227 1.64478 -6.51755  0.12
H21 3.94248 -0.08011 -6.26867  0.11
H22 1.75332 -0.56865 -7.27107  0.10
H23 2.82270 0.15063 -8.29019  0.10
H24 0.34885 1.27159 -8.22080  0.11
H25 1.53617 2.42460 -8.05248  0.11
H26 -0.47066 3.54612 -5.30435  0.05
H27 0.56038 4.11878 -6.49956  0.09
H28 -0.93048 3.30195 -6.99771  0.09
H29 -1.50150 0.94565 -6.52769  0.09
H30 -0.22719 -0.19967 -5.97924  0.07
H31 -0.92339 0.92837 -4.86153  0.05
H32 4.02542 2.64159 -4.33316  0.09
H33 4.68177 1.00991 -3.95878  0.09
H34 3.30633 1.63844 -3.09381  0.06
H35 0.58322 1.51554 -3.55098  0.05
C14 4.52200 -0.29372 -0.84341  -0.03
C15 3.88327 -1.29362 0.14266  -0.43
C16 2.51841 -1.56533 -0.53184  -0.15
C17 2.58752 -2.61166 -1.62527  -0.19
C18 3.18077 -3.90646 -1.03942  -0.12
C19 4.58051 -3.71732 -0.39382  -0.47
N2 4.64417 -2.52259 0.49413  -0.08
O6 5.92104 -2.19643 0.97526  0.00
C20 4.96017 -5.02856 0.26922  -0.05
C21 5.57425 -3.64933 -1.60848  -0.04
C22 3.56463 -0.51676 1.49619  -0.02
H36 4.89395 -0.74283 -1.76431  0.07
H37 5.35798 0.15857 -0.30988  0.08
H38 3.88100 0.52677 -1.16592  0.07
H39 1.73971 -1.92891 0.13863  0.10
H40 2.17307 -0.68113 -1.06759  0.10
H41 3.27427 -2.30546 -2.41439  0.08
H42 1.60197 -2.76517 -2.06484  0.12
H43 3.21594 -4.51821 -1.94088  0.12
H44 2.43172 -4.24798 -0.32501  0.10
H45 4.70417 -5.95488 -0.24505  0.09
H46 5.98509 -5.17663 0.60941  0.08
H47 4.27270 -5.05706 1.11461  0.07
H48 5.40444 -4.45791 -2.31944  0.08
H49 5.33632 -2.75601 -2.18594  0.05
H50 6.64161 -3.55504 -1.40865  0.08
H51 2.81000 -1.08264 2.04246  0.06
H52 3.10237 0.45727 1.33595  0.07
H53 4.40099 -0.26661 2.14890  0.07
H54 6.20925 -2.85893 1.60743  0.10
C23 -0.83543 3.19677 -1.28830  -0.01
C24 -1.20424 4.61463 -0.78793  -0.49
C25 -0.63954 5.61252 -1.83187  -0.15
C26 -1.43482 5.63544 -3.12566  -0.15
C27 -2.95777 5.95859 -2.86082  -0.11
C28 -3.61676 5.03240 -1.80060  -0.45
N3 -2.65405 4.86015 -0.63752  -0.08
O7 -3.15896 3.96720 0.29219  -0.05
C29 -4.83906 5.84353 -1.30529  -0.05
C30 -4.03766 3.72967 -2.51960  -0.03
C31 -0.47963 4.95693 0.52798  -0.02
H55 0.15377 3.10087 -1.73593  0.08
H56 -1.59760 2.82248 -1.97176  0.08
H57 -0.85132 2.52460 -0.43038  0.06
H58 -0.59414 6.56092 -1.29654  0.11
H59 0.40759 5.34341 -1.97041  0.12
H60 -1.25169 4.67727 -3.61193  0.08
H61 -1.04548 6.36458 -3.83621  0.11
H62 -3.42094 5.92853 -3.84706  0.12
H63 -2.95053 6.93300 -2.37239  0.11
H64 -4.64609 6.85423 -0.94562  0.08
H65 -5.63652 5.85488 -2.04828  0.08
H66 -5.46845 5.49841 -0.48500  0.07
H67 -5.03993 3.86724 -2.92534  0.08
H68 -3.40887 3.51296 -3.38317  0.08
H69 -4.28748 2.89805 -1.86074  0.06
H70 -0.93643 4.38591 1.33630  0.07
H71 -0.48292 6.04123 0.63928  0.08
H72 0.55742 4.62303 0.49381  0.09
H73 -3.62987 4.58102 0.86059  0.11
C32 0.67296 -5.02288 5.78569  -0.04
C33 0.23944 -3.82415 4.93820  -0.49
C34 1.51517 -3.35161 4.14357  -0.10
C35 1.84485 -4.16618 2.85440  -0.14
C36 0.54156 -4.39567 2.02015  -0.14
C37 -0.67969 -5.02004 2.73813  -0.41
N4 -0.90190 -4.22502 4.05430  -0.13
O8 -1.92269 -4.73712 4.78220  -0.01
C38 -1.86584 -4.79773 1.72794  -0.01
C39 -0.33804 -6.52853 2.93173  -0.02
C40 -0.07894 -2.78695 5.88397  -0.07
H74 -0.03393 -5.24419 6.58533  0.09
H75 1.64320 -4.92388 6.27243  0.09
H76 0.86933 -5.93568 5.22326  0.07
H77 1.52140 -2.28914 3.90022  0.10
H78 2.39016 -3.45618 4.78509  0.12
H79 2.39641 -5.06987 3.11368  0.10
H80 2.57329 -3.58837 2.28553  0.08
H81 0.81596 -5.12210 1.25523  0.11
H82 0.23114 -3.44699 1.58227  0.10
H83 -2.77203 -4.89303 2.32615  0.08
H84 -1.92488 -3.79238 1.31096  0.06
H85 -1.76081 -5.44114 0.85439  0.09
H86 0.73749 -6.66594 3.04330  0.07
H87 -0.76493 -6.90015 3.86327  0.06
H88 -0.71676 -7.21056 2.17048  0.09
H89 -0.86469 -3.06210 6.58752  0.11
H90 -0.59164 -1.94918 5.41136  0.07
H91 0.76860 -2.42538 6.46624  0.11
H92 -1.57916 -5.61859 4.94532  0.08
O9 -3.05784 1.31816 1.03345  -0.04
H93 -3.14364 1.48990 1.97120  0.00
H94 -2.84618 2.17010 0.65183  0.00
O10 -0.67924 -0.94613 2.92833  -0.04
H95 -0.25330 -1.04561 3.77974  0.00
H96 -1.53938 -1.35056 3.04159  0.00
O11 -2.67611 -1.48919 0.05466  -0.04
H97 -2.00780 -1.80721 0.66168  0.02
H98 -2.74145 -0.55219 0.23907  0.00
O12 0.05222 0.25200 0.71055  -0.06
H99 0.05419 -0.22615 1.53977  -0.02
H100 -0.82319 0.63538 0.65667  -0.01
O13 0.49005 0.01757 5.38118  -0.04
H101 -0.36489 0.34906 5.65583  0.03
H102 0.68344 -0.68802 5.99842  0.03
O14 -3.91974 2.29486 3.41641  -0.03
H103 -4.59227 2.23332 4.09475  0.07
H104 -4.12306 3.10548 2.94973  0.06
O15 -4.99449 -2.95645 0.73628  -0.06
H105 -4.46672 -2.22808 0.40891  -0.03
H106 -5.45490 -2.59733 1.49474  0.02
O16 -2.38880 0.57453 5.78386  -0.03
H107 -2.69491 0.65906 4.88087  0.03
H108 -3.16583 0.74150 6.31731  0.05
O17 -3.02766 -2.29868 3.46899  -0.04
H109 -2.52509 -3.08733 3.67316  0.00
H110 -3.93885 -2.54820 3.62296  0.06

Cartesian forces (eV/Å) of the 6 atoms listed first:
-0.25 0.10 1.26
0.37 0.31 0.08
-0.13 -0.05 -0.47
-0.05 -0.23 -0.31
0.24 0.17 -0.41
-0.12 -0.22 -0.21


We obtain electronic energy values of -96814.81096; -84024.19301 eV for the records listed above, in that order.
We obtain orbital gap values of 8.5; 7.2 eV for the records listed above, in that order.